{"formula": "C27H33N6S3SeSiW", "method": "ωB97M-V/def2-TZVPD", "symbols": ["W", "C", "C", "C", "C", "C", "C", "N", "N", "Si", "C", "C", "C", "H", "H", "H", "H", "H", "H", "H", "H", "H", "H", "H", "H", "H", "H", "H", "C", "C", "S", "C", "C", "S", "C", "C", "S", "H", "H", "H", "H", "H", "H", "H", "H", "H", "H", "H", "H", "Se", "N", "C", "C", "C", "C", "C", "N", "C", "C", "N", "C", "C", "C", "C", "C", "N", "H", "H", "H", "H", "H", "H"], "positions_angstrom": [[-0.043944, -0.271473, -0.248605], [1.207997, -3.720926, 1.301102], [0.022648, -2.957590, 1.804084], [-0.618089, -3.339365, 2.982717], [-1.746824, -2.670921, 3.404334], [-2.255524, -1.607567, 2.653837], [-1.588068, -1.279254, 1.507689], [-0.470831, -1.933564, 1.096105], [-1.817188, -0.195683, 0.612384], [-3.502924, 0.588116, 0.487368], [-4.364482, 0.699546, 2.111379], [-3.158546, 2.308050, -0.107612], [-4.360465, -0.536790, -0.705706], [0.976870, -4.786747, 1.296710], [2.066190, -3.586094, 1.965549], [1.480794, -3.431642, 0.294408], [-0.224165, -4.176837, 3.544519], [-2.246632, -2.971278, 4.317084], [-3.137012, -1.069853, 2.969682], [-3.708526, 0.990073, 2.937295], [-4.893504, -0.217268, 2.379711], [-5.118192, 1.489705, 2.009807], [-3.361048, 3.023600, 0.696784], [-3.820749, 2.575536, -0.935503], [-2.123754, 2.440027, -0.418426], [-4.839259, -1.362191, -0.169600], [-3.655812, -0.966096, -1.414688], [-5.146630, -0.014626, -1.259603], [-1.380190, 3.013836, -3.329395], [-0.122816, 3.166866, -2.485978], [0.671197, 1.738577, -1.647373], [1.632540, 0.880440, -2.928265], [1.011720, -0.354979, -3.588173], [-0.233637, -1.292767, -2.625499], [-1.782574, -0.978414, -3.539346], [-2.360034, 0.420565, -3.469421], [-1.436602, 1.625352, -4.472843], [-1.455430, 3.912490, -3.942574], [-2.267611, 2.982823, -2.716905], [-0.291541, 3.876925, -1.674638], [0.712977, 3.541684, -3.075327], [2.559851, 0.624983, -2.425116], [1.871562, 1.619661, -3.691676], [1.796993, -1.064608, -3.841990], [0.492432, -0.082645, -4.499982], [-2.481236, -1.709849, -3.135356], [-1.542848, -1.288678, -4.556230], [-2.392877, 0.768886, -2.440877], [-3.380501, 0.381176, -3.849321], [6.693548, 0.887052, 3.328438], [6.213676, -0.187094, 2.013157], [4.940384, 0.032874, 1.811959], [4.166617, -0.652650, 0.781404], [4.710923, -1.618105, -0.068475], [3.899241, -2.208293, -1.013126], [2.577749, -1.812324, -1.113710], [2.035880, -0.861651, -0.330892], [2.828782, -0.313500, 0.635061], [2.187602, 0.630737, 1.537611], [0.847942, 0.791315, 1.381107], [0.202944, 1.650021, 2.183111], [0.856246, 2.369922, 3.168510], [2.210165, 2.196766, 3.345080], [2.896839, 1.301843, 2.519776], [4.320105, 1.013454, 2.654025], [5.089863, 1.591288, 3.538923], [5.756347, -1.890305, 0.038462], [4.273630, -2.974869, -1.679241], [1.930919, -2.283924, -1.839795], [-0.858959, 1.751280, 2.027673], [0.290609, 3.049554, 3.792016], [2.755241, 2.735397, 4.112405]], "atomic_forces_ev_per_a": [[-1.506, 0.219, 0.008], [-0.036, 0.025, 0.161], [0.089, -0.165, -0.162], [0.010, -0.092, 0.014], [-0.001, -0.013, 0.024], [-0.248, -0.065, 0.256], [-0.059, 0.054, -0.206], [0.042, 0.291, 0.049], [0.267, -0.278, -0.275], [0.200, 0.055, -0.095], [-0.139, -0.006, 0.246], [-0.062, 0.202, -0.018], [-0.176, -0.126, 0.045], [0.005, 0.009, 0.024], [-0.037, 0.021, -0.041], [-0.029, -0.005, -0.038], [-0.032, 0.030, -0.024], [0.008, 0.008, -0.028], [0.173, -0.140, 0.000], [-0.098, 0.067, -0.040], [-0.020, 0.095, 0.025], [0.041, -0.084, 0.023], [0.074, -0.065, -0.092], [0.081, 0.016, 0.011], [0.117, 0.094, -0.129], [0.050, 0.039, -0.067], [-0.051, -0.030, -0.097], [0.070, -0.023, 0.044], [0.196, -0.058, -0.077], [-0.133, -0.033, 0.077], [0.176, -0.137, -0.054], [-0.153, 0.010, -0.038], [0.012, 0.029, 0.031], [0.215, -0.024, 0.200], [-0.066, 0.053, 0.187], [0.108, 0.002, -0.161], [-0.002, 0.046, -0.038], [-0.007, 0.060, 0.018], [-0.237, 0.033, 0.181], [0.033, 0.031, -0.010], [0.012, 0.051, -0.031], [0.095, -0.027, -0.020], [0.003, 0.013, -0.034], [0.037, -0.022, 0.006], [0.045, 0.003, -0.044], [-0.006, -0.082, 0.002], [-0.036, -0.021, -0.058], [-0.035, 0.044, 0.121], [-0.073, -0.044, 0.040], [0.544, 0.088, 0.282], [-0.048, 0.088, 0.075], [-0.332, -0.043, -0.165], [0.210, 0.115, 0.112], [0.176, -0.008, 0.041], [0.082, -0.081, -0.066], [-0.061, 0.209, 0.034], [0.849, -0.280, 0.085], [-0.295, 0.043, -0.069], [-0.153, -0.172, -0.194], [0.211, 0.077, 0.028], [0.036, -0.091, -0.079], [-0.073, 0.084, 0.085], [0.154, 0.076, 0.111], [0.245, 0.008, 0.125], [-0.295, -0.085, -0.185], [0.045, -0.079, -0.064], [-0.083, 0.021, -0.017], [-0.006, 0.027, 0.032], [-0.027, -0.006, 0.002], [-0.097, 0.004, -0.028], [0.021, -0.020, -0.026], [-0.020, -0.035, -0.034]], "homo_energy_ev": [-16.5831, -16.6094], "gap_ev": [6.19, 6.58], "lumo_energy_ha": [-0.382, -0.369], "total_charge": 3, "s2": 2.098, "spin_multiplicity": 3, "e_above_lowest_kcal_mol": 13.56}

=====

{"formula": "C24H48FN2O9P", "method": "ωB97M-V/def2-TZVPD", "symbols": ["O", "P", "O", "F", "O", "C", "C", "C", "O", "O", "C", "C", "C", "C", "C", "C", "C", "C", "C", "H", "H", "H", "H", "H", "H", "H", "H", "H", "H", "H", "H", "H", "H", "H", "H", "H", "H", "C", "O", "C", "C", "N", "C", "C", "O", "C", "H", "H", "H", "H", "H", "H", "H", "H", "H", "H", "H", "H", "H", "H", "H", "C", "O", "C", "C", "N", "C", "C", "O", "C", "H", "H", "H", "H", "H", "H", "H", "H", "H", "H", "H", "H", "H", "H", "H"], "positions_angstrom": [[-1.917524, 0.813893, 0.991870], [-1.634263, 1.515775, -0.254008], [-1.513366, 3.152014, -0.013629], [-0.526014, 3.368179, 0.955642], [-0.237537, 0.973080, -0.830586], [0.182348, 1.902065, -1.895598], [1.142581, 1.220180, -2.869230], [1.485905, 2.230784, -3.975852], [1.939468, 1.528696, -5.133815], [-2.823058, 1.396167, -1.285310], [-2.806534, 0.183908, -2.076371], [-3.841406, 0.212872, -3.195884], [-3.593638, 1.253732, -4.312008], [-4.047265, 2.663418, -3.989617], [-3.211530, 3.581223, -3.383350], [-3.599205, 4.860245, -3.073774], [-4.884425, 5.279463, -3.365479], [-5.716881, 4.387730, -3.995333], [-5.315285, 3.113164, -4.308376], [0.555513, 2.848742, -1.492846], [-0.723190, 2.114674, -2.483239], [0.557304, 0.440395, -3.371929], [2.034819, 0.818462, -2.385385], [0.584798, 2.800430, -4.251662], [2.251790, 2.946196, -3.646423], [1.479426, 1.881409, -5.900478], [-3.111424, -0.631588, -1.402028], [-1.817278, -0.094879, -2.455363], [-4.865460, 0.257156, -2.809833], [-3.755051, -0.777341, -3.670314], [-2.559070, 1.216909, -4.678618], [-4.209885, 0.934390, -5.166340], [-2.195862, 3.275440, -3.142151], [-2.884083, 5.509299, -2.573146], [-5.175632, 6.285944, -3.082520], [-6.726115, 4.707462, -4.248245], [-5.981689, 2.417450, -4.816284], [-0.084745, -2.042027, -1.244281], [1.291242, -2.088628, -1.578458], [2.145194, -1.662136, -0.516845], [2.945173, -2.826018, 0.032389], [2.089730, -3.750614, 0.769267], [2.737394, -5.012515, 1.120591], [3.171646, -5.931882, -0.019588], [2.097307, -6.485847, -0.759290], [1.607296, -5.673801, -1.811351], [-0.659238, -2.237718, -2.151995], [-0.339775, -2.810865, -0.506334], [-0.356736, -1.060754, -0.861031], [1.587469, -1.155375, 0.274518], [2.843219, -0.936666, -0.946475], [3.719600, -2.443647, 0.703665], [3.437927, -3.319210, -0.816035], [1.272799, -3.957807, 0.209588], [2.026797, -5.567364, 1.738899], [3.604420, -4.797546, 1.753333], [3.685639, -6.783809, 0.434416], [3.901295, -5.460172, -0.688067], [2.391070, -5.055342, -2.255506], [0.782901, -5.043274, -1.466968], [1.210535, -6.334246, -2.583553], [0.202220, -0.554322, 2.527272], [1.400204, 0.169259, 2.798567], [1.189036, 1.554278, 3.027571], [1.478231, 1.907022, 4.474302], [0.462020, 1.356344, 5.363392], [0.801097, 1.442316, 6.781516], [2.014793, 0.653893, 7.271658], [1.854349, -0.752278, 7.212985], [2.170744, -1.344200, 5.963774], [0.492291, -1.565854, 2.235310], [-0.428074, -0.623155, 3.420521], [-0.374239, -0.100393, 1.704951], [0.184743, 1.864764, 2.735656], [1.902581, 2.093534, 2.393828], [1.495894, 2.996065, 4.584104], [2.478154, 1.521023, 4.713676], [0.315221, 0.382913, 5.129890], [-0.070780, 1.082487, 7.334405], [0.930449, 2.496300, 7.048741], [2.144217, 0.890972, 8.331785], [2.944537, 0.960169, 6.777937], [2.962438, -0.803626, 5.439448], [1.283928, -1.416684, 5.329223], [2.516505, -2.360700, 6.156114]], "atomic_forces_ev_per_a": [[-0.301, 0.203, -0.116], [-0.177, -1.627, 2.639], [-0.618, 0.049, -1.332], [0.154, -0.251, 0.102], [-0.625, 2.338, -0.720], [0.220, -0.634, -0.897], [-0.662, 0.603, -0.224], [-0.054, -0.157, -0.131], [0.019, 0.079, 0.142], [1.318, 0.877, -0.672], [-1.233, -1.210, 0.008], [0.667, 0.036, -0.415], [-0.912, -0.073, -0.238], [0.390, 0.006, -0.024], [1.060, -0.486, 0.107], [0.260, 0.403, 0.382], [0.608, 0.364, 0.351], [-1.325, 0.633, -0.209], [-0.112, -1.044, -0.337], [0.058, -0.324, 0.246], [0.260, 0.229, 0.102], [0.462, -0.244, 0.254], [-0.178, -0.062, -0.081], [0.124, -0.013, 0.259], [-0.111, -0.125, -0.031], [0.139, -0.033, 0.025], [0.242, 0.197, -0.008], [-0.014, 0.572, 0.012], [0.218, 0.287, 0.056], [0.002, 0.127, 0.178], [-0.063, 0.087, 0.325], [0.211, -0.010, 0.121], [-0.132, 0.095, -0.029], [-0.198, 0.016, -0.113], [-0.230, -0.162, -0.193], [0.130, -0.123, 0.000], [-0.092, 0.246, 0.069], [0.073, -0.245, -0.027], [-0.198, 0.088, 0.125], [0.332, 0.068, -0.178], [-0.281, -0.136, -0.014], [0.173, 0.007, -0.074], [-0.285, 0.045, 0.022], [0.147, -0.215, 0.245], [0.122, 0.172, -0.096], [-0.175, -0.240, 0.050], [0.107, -0.066, -0.047], [-0.109, 0.065, 0.046], [-0.014, -0.301, 0.099], [-0.057, -0.079, -0.019], [0.011, 0.006, 0.036], [-0.006, -0.017, 0.013], [0.132, 0.134, -0.031], [-0.011, 0.026, 0.014], [0.071, -0.062, 0.007], [0.036, 0.025, -0.059], [-0.028, -0.009, -0.011], [-0.114, 0.106, -0.068], [-0.009, 0.069, 0.068], [0.069, 0.156, -0.100], [0.041, -0.039, 0.027], [0.129, -0.133, -0.302], [-0.216, -0.118, -0.052], [0.419, 0.144, -0.013], [-0.181, -0.230, 0.021], [0.197, 0.089, 0.054], [-0.206, -0.168, -0.123], [-0.054, 0.140, 0.335], [0.149, 0.102, -0.156], [-0.146, -0.200, 0.181], [0.108, 0.009, 0.123], [-0.135, 0.060, -0.079], [0.357, -0.268, 0.646], [-0.106, -0.126, 0.105], [-0.033, 0.041, -0.001], [0.005, -0.005, 0.033], [0.102, 0.134, -0.101], [-0.049, 0.026, -0.055], [0.054, 0.021, 0.077], [0.069, 0.000, -0.031], [-0.009, -0.029, -0.002], [-0.044, -0.068, -0.151], [-0.064, 0.069, -0.036], [0.108, 0.056, -0.163], [0.013, 0.026, 0.058]], "homo_energy_ev": -8.3024, "gap_ev": 8.30, "lumo_energy_ha": 0.000, "smiles": "O=[P@@](OF)(OCCCO)OCCCc1ccccc1.COCCNCCOC.COCCNCCOC", "total_charge": 0}

=====

{"formula": "C7H14HoPS", "method": "ωB97M-V/def2-TZVPD", "symbols": ["C", "C", "C", "C", "C", "Ho", "P", "H", "H", "H", "H", "H", "H", "H", "H", "C", "S", "C", "H", "H", "H", "H", "H", "H"], "positions_angstrom": [[-0.543651, -1.367671, -2.135862], [0.554753, -1.476370, -2.928146], [1.918202, -1.346351, -2.532968], [2.411691, -1.347813, -1.190898], [1.658597, -1.157797, -0.075406], [0.530917, 0.339388, -1.149456], [-2.291006, 0.191654, -0.507207], [-1.534697, -1.611834, -2.522843], [0.451365, -1.605467, -4.009114], [2.680576, -1.388201, -3.313178], [2.098165, -1.231479, 0.928482], [3.506520, -1.433631, -1.133756], [-2.749887, -0.527890, 0.661062], [-3.200723, -0.404860, -1.423830], [-3.038393, 1.402372, -0.311764], [0.157273, 2.730732, 2.073355], [0.369218, 1.032249, 1.537233], [-0.690368, 0.139758, 2.711801], [0.165968, 3.359555, 1.170051], [1.011238, 2.967250, 2.725959], [-0.807244, 2.861120, 2.588549], [-0.240667, 0.261130, 3.710758], [-1.713760, 0.535794, 2.688343], [-0.704087, -0.921639, 2.438836]], "atomic_forces_ev_per_a": [[-0.605, 0.977, 0.857], [0.422, -0.412, -1.346], [0.228, 0.718, 0.081], [1.044, -0.377, -0.401], [-0.323, 0.502, 1.513], [-0.848, -1.601, -0.622], [-0.446, 0.112, 0.039], [0.282, -0.118, -0.309], [-0.039, -0.318, -0.030], [-0.317, 0.132, 0.116], [0.238, -0.192, -0.469], [-0.212, -0.242, 0.061], [0.231, 0.503, -0.587], [0.274, 0.205, 0.263], [-0.210, -0.427, 0.231], [-0.043, 0.287, 0.136], [0.166, -0.234, 0.539], [0.094, 0.124, 0.139], [0.060, -0.050, 0.468], [-0.534, 0.254, -0.167], [0.426, 0.051, -0.155], [-0.321, -0.112, -0.372], [0.291, -0.086, 0.055], [0.142, 0.303, -0.039]], "homo_energy_ev": [-6.0174, -6.0427], "gap_ev": [5.48, 5.52], "lumo_energy_ha": [-0.020, -0.019], "total_charge": 0, "s2": 6.008, "spin_multiplicity": 5}